Entry from the OMol25 dataset: a 8-piece molecular cluster, C66H134F2N9O4S2 overall at a distorted geometry (ωB97M-V/def2-TZVPD).

Geometry as XYZ:
```
217
Properties=species:S:1:pos:R:3:forces:R:3:lowdin_charge:R:1
C -4.530 -1.693 0.453 1.1 -0.6 0.1 0.047
N -4.754 -0.241 0.094 0.5 -1.1 -0.8 -0.037
C -5.368 0.595 0.954 -0.1 -0.3 0.3 0.016
C -5.403 1.945 0.753 -0.2 0.8 -0.6 0.043
C -4.853 2.528 -0.399 1.2 -0.4 -0.5 -0.112
C -4.170 1.658 -1.290 -1.4 -1.2 1.1 0.081
C -4.208 0.245 -1.035 0.5 2.6 -0.3 0.046
C -4.908 4.014 -0.623 -0.9 1.9 -1.7 -0.077
C -5.161 4.583 -1.934 0.5 0.7 2.1 0.094
C -5.376 5.986 -2.017 -0.6 0.0 1.2 0.044
N -5.285 6.784 -0.944 0.3 0.2 2.5 -0.057
C -4.883 6.308 0.313 -1.5 -0.4 -2.3 0.022
C -4.838 4.959 0.467 1.0 -1.8 -0.5 0.005
C -5.490 8.296 -0.931 1.3 -0.5 -0.9 0.075
H -5.396 -2.336 0.611 -0.4 0.8 0.3 0.121
H -3.784 -1.739 1.246 -0.7 0.4 0.8 0.095
H -3.892 -2.268 -0.218 -0.3 0.8 -1.3 0.072
H -5.857 0.168 1.817 0.1 -0.3 0.0 0.162
H -5.911 2.572 1.470 -0.2 -0.1 0.1 0.141
H -3.685 2.014 -2.187 0.0 0.0 0.0 0.127
H -3.713 -0.380 -1.763 -0.1 -0.6 0.4 0.141
H -5.224 4.071 -2.882 -0.1 -0.5 0.2 0.133
H -5.792 6.517 -2.860 0.3 -0.4 -0.6 0.162
H -4.785 7.018 1.121 0.0 0.1 -0.1 0.147
H -4.557 4.552 1.427 -0.3 0.1 0.2 0.114
H -5.891 8.690 0.003 -0.3 -0.6 -0.1 0.117
H -6.029 8.650 -1.810 -0.1 -0.2 0.2 0.120
H -4.442 8.589 -0.998 -0.2 0.8 -0.1 0.113
C 2.840 -5.204 4.301 1.7 -0.1 0.6 -0.072
C 3.155 -3.974 3.434 -0.2 1.0 0.1 -0.211
C 4.614 -3.615 2.988 -1.8 -0.8 -1.2 -0.070
N 4.753 -2.372 2.063 0.4 -0.8 1.7 -0.227
C 6.312 -2.251 2.024 -1.1 2.1 -2.0 -0.116
C 6.942 -3.220 1.080 0.8 -1.4 -0.5 -0.164
C 6.334 -3.562 -0.309 -0.9 1.5 0.3 -0.155
C 4.800 -3.872 -0.196 1.2 1.5 0.4 -0.104
C 4.104 -2.671 0.681 1.1 -1.0 0.0 -0.045
C 4.129 -1.087 2.654 0.1 -2.4 0.9 0.023
H 1.824 -5.139 4.690 0.1 -0.2 -0.2 0.074
H 3.528 -5.230 5.147 -0.2 0.5 0.5 0.084
H 3.094 -6.196 3.927 -0.6 0.1 -0.9 0.088
H 2.860 -3.115 4.036 -0.1 0.2 0.4 0.065
H 2.392 -3.932 2.656 0.5 -0.2 -0.7 0.097
H 4.978 -4.339 2.260 0.2 -0.5 0.8 0.114
H 5.277 -3.522 3.849 -0.1 0.1 -0.2 0.147
H 6.947 -2.284 2.910 -1.3 -0.4 0.9 0.150
H 6.381 -1.200 1.744 0.5 0.0 -0.7 0.119
H 7.055 -4.141 1.653 -0.1 -0.3 -0.1 0.123
H 7.975 -2.874 1.072 0.2 0.0 -0.7 0.137
H 6.860 -4.283 -0.934 0.1 -0.6 0.8 0.126
H 6.403 -2.702 -0.975 0.0 0.6 0.2 0.101
H 4.706 -4.922 0.081 -0.6 0.3 0.9 0.112
H 4.453 -3.870 -1.230 -0.6 0.5 0.2 0.106
H 3.046 -2.800 0.909 0.2 -0.3 -0.1 0.075
H 4.177 -1.690 0.213 0.2 -0.3 -0.6 0.109
H 4.535 -0.157 2.257 -0.1 -0.4 -0.1 0.103
H 4.300 -1.237 3.720 0.6 0.7 0.1 0.098
H 3.047 -1.213 2.638 0.0 0.4 -0.8 0.076
C 0.950 0.961 -7.800 -1.0 -0.1 0.1 -0.075
C 0.452 0.869 -6.329 0.8 -1.1 0.7 -0.214
C -0.793 -0.055 -6.014 0.0 0.4 -1.4 -0.115
N -0.614 -1.464 -5.390 1.9 1.5 0.3 -0.212
C 0.641 -2.170 -5.968 -0.4 -1.1 0.5 -0.095
C 0.792 -3.619 -5.475 0.3 1.0 0.4 -0.177
C -0.420 -4.511 -5.817 0.2 0.4 1.4 -0.137
C -1.779 -3.856 -5.339 1.6 2.1 -0.6 -0.103
C -1.831 -2.281 -5.709 -0.9 -1.4 0.5 -0.102
C -0.349 -1.111 -3.803 -0.9 -1.8 -2.6 0.085
H 0.168 1.517 -8.318 0.4 0.1 -0.5 0.086
H 1.123 0.030 -8.340 -0.5 -0.4 0.4 0.078
H 1.923 1.439 -7.905 -0.3 0.5 0.4 0.083
H 0.231 1.873 -5.967 -0.1 0.0 0.0 0.106
H 1.320 0.516 -5.772 0.0 0.1 0.5 0.073
H -1.235 -0.089 -7.010 -0.3 -1.0 0.0 0.127
H -1.599 0.387 -5.429 0.4 0.3 0.3 0.115
H 0.515 -2.251 -7.048 -0.1 0.6 -0.1 0.147
H 1.567 -1.664 -5.696 -0.4 0.5 -0.2 0.127
H 1.792 -3.914 -5.792 -0.3 -0.6 -1.4 0.130
H 1.152 -3.620 -4.446 -1.2 0.1 0.9 0.106
H -0.388 -4.769 -6.876 -0.4 0.2 0.0 0.127
H -0.259 -5.432 -5.258 -0.3 -0.2 -0.2 0.108
H -2.642 -4.368 -5.763 0.0 0.3 -0.1 0.116
H -1.915 -3.764 -4.261 0.4 -1.0 0.3 0.082
H -2.139 -2.178 -6.750 0.6 0.3 -0.1 0.139
H -2.613 -1.819 -5.106 -0.2 -0.1 -0.1 0.119
H -0.294 -2.103 -3.353 0.5 0.4 0.3 0.081
H -1.231 -0.609 -3.404 0.2 0.1 -0.3 0.079
H 0.552 -0.499 -3.832 -0.2 -0.3 0.4 0.096
C -1.424 3.988 1.392 1.9 -1.7 0.6 -0.091
C -0.399 4.677 2.300 -0.8 2.8 0.2 -0.196
C -0.197 6.174 1.801 -0.6 -0.1 1.6 -0.091
N -0.177 7.239 2.932 0.4 -0.4 1.9 -0.221
C -0.085 8.653 2.345 0.1 -0.6 -0.3 -0.080
C 1.268 9.002 1.648 -1.2 -0.9 0.3 -0.147
C 2.426 8.681 2.512 2.2 0.8 0.9 -0.212
C 2.418 7.312 3.155 -2.2 -1.5 0.5 -0.138
C 1.048 7.087 3.946 1.2 0.2 -1.9 -0.049
C -1.485 7.161 3.860 1.6 -0.6 -0.9 0.057
H -0.860 3.763 0.487 -0.9 0.2 -0.7 0.082
H -2.430 4.403 1.331 0.6 0.6 -0.3 0.047
H -1.569 3.017 1.865 -0.1 -0.3 -0.2 0.064
H 0.619 4.307 2.422 -0.4 -0.9 -0.4 0.111
H -0.867 4.651 3.284 0.4 0.4 0.2 0.089
H -1.041 6.497 1.191 -0.1 -0.1 0.0 0.114
H 0.696 6.271 1.183 0.0 0.1 0.3 0.111
H -0.840 8.679 1.559 -0.4 0.4 0.4 0.125
H -0.356 9.185 3.257 0.3 1.0 -0.7 0.135
H 1.342 8.432 0.722 -0.2 0.0 -0.2 0.112
H 1.307 10.059 1.386 -0.4 0.0 0.0 0.143
H 3.357 8.780 1.953 0.0 -0.2 -0.4 0.131
H 2.569 9.523 3.189 -0.2 -0.3 0.8 0.137
H 2.501 6.573 2.358 0.0 -0.2 -0.1 0.088
H 3.174 6.999 3.875 0.4 0.8 -0.1 0.130
H 0.924 6.162 4.509 0.1 -0.2 -0.5 0.120
H 1.161 7.870 4.695 -1.3 0.4 -0.1 0.141
H -1.409 6.267 4.479 0.2 0.0 -0.2 0.085
H -2.374 7.062 3.236 0.1 0.5 0.0 0.093
H -1.471 7.993 4.563 -0.1 0.2 -0.5 0.115
C -3.907 0.028 7.603 1.3 0.3 0.0 -0.040
C -2.815 0.236 6.446 -1.4 1.2 1.1 -0.227
C -1.815 -0.887 6.490 0.4 -0.3 -0.5 -0.111
N -0.899 -1.009 5.226 -1.1 0.0 -0.3 -0.199
C -0.255 0.344 4.819 -0.4 -1.4 0.2 -0.110
C 0.888 0.763 5.723 0.4 -1.2 1.0 -0.120
C 2.011 -0.382 5.823 -0.7 0.2 -0.4 -0.123
C 1.411 -1.740 6.294 -1.6 1.0 -0.3 -0.131
C 0.187 -2.078 5.399 0.1 -0.6 0.7 -0.103
C -1.863 -1.417 4.066 0.9 -0.2 0.2 0.011
H -3.804 -0.921 8.130 0.1 -0.2 -0.3 0.079
H -4.966 0.131 7.365 0.3 0.2 -0.4 0.082
H -3.615 0.774 8.342 -0.6 0.0 0.2 0.082
H -2.383 1.210 6.674 0.6 -0.1 0.3 0.099
H -3.284 0.530 5.507 -0.2 -1.1 -0.4 0.093
H -2.374 -1.818 6.583 0.3 -0.2 -0.3 0.133
H -1.193 -0.828 7.383 0.2 0.2 -0.2 0.144
H -1.103 1.027 4.848 0.3 0.2 -0.2 0.113
H 0.074 0.147 3.799 0.0 0.3 -0.1 0.106
H 0.455 1.008 6.693 0.2 0.0 0.2 0.119
H 1.289 1.696 5.328 0.2 -0.1 0.0 0.118
H 2.920 -0.163 6.383 -0.4 0.6 0.3 0.123
H 2.343 -0.379 4.785 0.2 -0.8 -0.2 0.072
H 1.135 -1.717 7.348 -0.4 0.7 0.1 0.121
H 1.962 -2.677 6.382 0.9 0.3 -1.0 0.120
H -0.277 -2.973 5.813 -0.4 0.1 -0.1 0.141
H 0.576 -2.372 4.424 -0.3 0.4 -0.3 0.114
H -2.500 -0.608 3.707 0.4 0.4 0.5 0.089
H -2.536 -2.225 4.350 0.4 -0.1 0.4 0.116
H -1.252 -1.738 3.222 0.0 0.0 0.3 0.044
C 7.405 5.149 -5.242 2.3 -1.5 -1.0 -0.102
C 6.317 5.017 -4.259 -1.3 0.2 1.1 -0.252
C 6.336 3.598 -3.573 -0.9 1.1 -0.4 -0.073
N 5.039 3.174 -2.817 0.3 0.8 1.2 -0.238
C 5.432 2.043 -1.840 0.2 0.7 -1.1 -0.101
C 4.317 1.755 -0.919 -2.0 -0.9 2.4 -0.198
C 3.800 2.898 -0.025 0.4 -0.3 -0.7 -0.180
C 3.411 4.058 -0.916 0.7 1.1 -0.3 -0.163
C 4.548 4.444 -1.951 -0.6 -1.8 0.0 -0.021
C 3.883 2.732 -3.713 1.6 1.0 1.0 0.045
H 7.314 4.341 -5.968 -0.2 0.0 -0.3 0.087
H 8.365 4.903 -4.787 0.2 0.2 0.2 0.094
H 7.603 6.042 -5.834 -0.8 0.3 0.5 0.106
H 5.411 5.297 -4.796 -0.6 -0.5 0.2 0.111
H 6.402 5.767 -3.472 0.1 0.0 0.1 0.111
H 7.097 3.643 -2.793 0.1 -0.2 -0.2 0.132
H 6.548 2.819 -4.305 0.0 -0.1 0.1 0.139
H 6.372 2.370 -1.394 -0.2 0.0 0.3 0.141
H 5.649 1.148 -2.423 0.1 0.2 -0.3 0.142
H 4.498 0.980 -0.175 1.0 -0.4 -0.3 0.102
H 3.457 1.281 -1.391 0.0 0.2 -0.6 0.103
H 4.566 3.107 0.723 0.3 0.6 -0.3 0.126
H 2.960 2.609 0.606 -0.2 -0.4 -0.4 0.096
H 3.183 4.898 -0.261 0.5 0.6 -0.2 0.104
H 2.442 3.932 -1.398 0.1 -0.6 -0.3 0.105
H 5.418 4.803 -1.399 0.1 0.0 -0.3 0.141
H 4.240 5.139 -2.732 0.0 0.2 0.4 0.121
H 3.045 2.703 -3.017 -0.2 -0.2 -0.7 0.081
H 4.164 1.772 -4.146 -0.3 0.1 0.0 0.113
H 3.836 3.532 -4.452 -0.5 -0.3 -0.2 0.108
C -7.247 -10.050 -1.883 0.2 -0.8 0.2 -0.090
C -6.187 -9.232 -1.213 0.9 0.9 0.0 -0.229
C -5.079 -9.064 -2.379 -1.2 0.8 2.3 -0.084
N -4.105 -7.915 -2.180 0.4 0.9 -0.2 -0.247
C -3.287 -8.067 -0.898 0.5 0.5 0.2 -0.072
C -2.405 -6.809 -0.549 -0.8 -1.6 0.1 -0.163
C -3.228 -5.590 -0.282 -1.0 0.2 -1.8 -0.173
C -4.031 -5.427 -1.642 -0.5 0.6 0.5 -0.152
C -4.915 -6.590 -2.149 1.5 -0.2 0.9 -0.071
C -3.126 -7.902 -3.394 -1.3 -0.4 0.4 0.048
H -6.699 -10.910 -2.269 -0.4 -0.3 -0.4 0.091
H -7.693 -9.492 -2.706 -0.3 -0.3 0.1 0.092
H -7.963 -10.461 -1.172 -0.2 0.3 -0.2 0.101
H -5.915 -9.619 -0.230 1.0 -1.1 -0.5 0.112
H -6.575 -8.312 -0.776 -0.2 0.7 -1.0 0.091
H -5.667 -8.758 -3.244 0.3 -0.5 -0.3 0.128
H -4.516 -9.990 -2.495 -0.1 0.1 -0.2 0.148
H -3.925 -8.342 -0.058 -0.4 0.3 -0.2 0.134
H -2.630 -8.928 -1.023 0.0 0.0 -0.3 0.139
H -1.867 -7.084 0.359 0.5 -0.2 -0.4 0.128
H -1.788 -6.644 -1.432 0.6 0.1 0.4 0.108
H -3.818 -5.657 0.632 -0.4 -0.3 -0.2 0.120
H -2.609 -4.704 -0.138 0.2 0.0 -0.2 0.081
H -4.736 -4.598 -1.576 0.0 0.2 0.0 0.100
H -3.312 -5.154 -2.415 0.1 0.1 0.0 0.088
H -5.758 -6.661 -1.462 0.1 -0.6 -0.2 0.122
H -5.290 -6.423 -3.158 0.1 0.0 0.1 0.142
H -2.587 -6.960 -3.495 0.2 -0.3 0.5 0.083
H -3.706 -8.012 -4.310 -0.3 0.0 0.2 0.111
H -2.528 -8.810 -3.311 0.3 0.4 0.1 0.118
N -0.255 -0.766 1.252 -1.6 -3.7 0.6 -0.251
S 0.524 0.064 0.301 6.1 8.0 -2.4 0.403
O -0.120 0.503 -0.922 0.2 -0.4 1.3 -0.279
O 1.946 -0.203 0.241 -1.0 -0.7 -0.7 -0.289
F 0.677 1.387 1.249 -1.3 -0.1 -0.3 -0.219
S -0.251 -2.083 0.306 -4.9 -5.9 -3.6 0.554
O 0.926 -2.805 -0.130 -0.6 1.9 1.3 -0.240
O -1.355 -2.151 -0.746 2.8 1.4 2.7 -0.348
F -0.909 -3.019 1.370 0.2 -0.3 0.9 -0.176
```
Positions in Å, forces in eV/Å.

Results
E_HOMO: -21.7 eV
HOMO-LUMO gap: 6.65 eV
Charge: +7
Multiplicity: 1